The following is a quantum chemistry calculation of a cluster of 7 separate species, H14O6S2 in total, from the OMol25 dataset.

Computed properties:
**E**: -1255.871877 Ha
**Energy relative to the best compared isomer or geometry (same formula, charge and spin)**: 36.1 kJ/mol
**Total charge**: +1
**HOMO energy (spin up / spin down)**: -13.32 / -13.32 eV
**Spin multiplicity**: 2
**Orbital gap (spin up / spin down)**: 0.282 / 0.150 Eh
**Molar mass**: 174.24 g/mol

```
22
H14O6S2 ωB97M-V/def2-TZVPD
S 2.967 0.139 -0.834
S 4.474 1.371 -0.307
H 3.553 -0.973 -0.342
H 3.711 2.432 0.049
H -1.837 1.254 -0.318
H -2.175 0.892 1.098
O -2.426 0.686 0.186
H -2.980 -1.106 -1.027
H -2.641 -2.075 0.010
O -2.750 -2.045 -0.950
H 0.641 -1.734 2.147
H 0.544 -1.524 0.633
O 0.556 -1.047 1.476
H -0.883 -2.262 -1.315
H 0.010 -1.162 -1.832
O 0.044 -1.937 -1.265
H -0.233 0.724 2.104
H -0.351 2.045 2.945
O -0.846 1.392 2.451
H 0.911 1.591 -1.237
H -0.254 1.657 -2.304
O -0.035 1.682 -1.368
```

List of Mulliken charges in e, atom by atom: S 0.202; S 0.103; H 0.320; H 0.295; H 0.285; H 0.309; O -0.538; H 0.339; H 0.342; O -0.718; H 0.290; H 0.323; O -0.566; H 0.359; H 0.287; O -0.634; H 0.344; H 0.308; O -0.655; H 0.157; H 0.325; O -0.477